Record 1
The following is a quantum chemistry calculation of 4 unconnected molecules or ions with the total composition C45H33INO8P at a distorted geometry, from the Open Molecules 2025 dataset.

Properties
- HOMO energy (eV) = -8.871
- SMILES = O=C1c2ccccc2C(=O)c2ccccc21.O=C1c2ccccc2C(=O)c2ccccc21.O=C1c2ccccc2C(=O)c2ccccc21.COCCNP(O)I
- HOMO-LUMO gap (eV) = 7.625

Last column: Löwdin charge in e.
Element x y z (Å)
C -1.94232 -7.57374 -0.85277  -0.130
O -1.23434 -7.59531 0.43863  -0.269
C 0.21764 -7.41179 0.28128  -0.197
C 0.64905 -6.11091 -0.63513  -0.267
N 1.66202 -5.28928 0.18964  -0.332
P 2.16369 -3.91524 -0.83278  0.470
O 0.79419 -2.99906 -1.41961  -0.464
I 3.40280 -2.32256 0.62386  0.307
H -1.27793 -7.87312 -1.77975  0.110
H -2.40459 -6.47771 -0.95328  0.105
H -2.86633 -8.32424 -0.76320  0.109
H 0.63980 -7.18632 1.37481  0.132
H 0.77359 -8.41481 -0.04971  0.140
H 1.21861 -6.50873 -1.58209  0.121
H -0.22849 -5.37074 -0.87256  0.109
H 1.12810 -4.98462 1.03981  0.053
H 1.02843 -2.00656 -1.48678  0.056
C -1.00181 -3.35043 2.74501  -0.061
C -1.10567 -4.27669 3.78244  -0.052
C -0.97508 -3.85843 5.10768  0.010
C -0.72761 -2.51087 5.39633  -0.084
C -0.59934 -1.58917 4.35800  -0.081
C -0.74832 -2.00783 3.02937  0.011
C -0.28912 -0.17443 4.64841  -0.277
O -0.17980 0.63657 3.73706  0.079
C -0.10401 0.24666 6.05145  -0.086
C 0.24744 1.57236 6.33755  0.006
C 0.41138 1.98221 7.66249  -0.056
C 0.21624 1.07448 8.70308  -0.056
C -0.12841 -0.24815 8.42073  0.008
C -0.27920 -0.66494 7.09149  -0.085
C -0.60874 -2.07449 6.80181  -0.277
O -0.77587 -2.87403 7.71560  0.099
H -1.11273 -3.67473 1.71261  0.103
H -1.29062 -5.32529 3.56013  0.109
H -1.06253 -4.58628 5.91266  0.123
H -0.66303 -1.29145 2.21416  0.122
H 0.39855 2.28816 5.53108  0.122
H 0.68941 3.01076 7.88216  0.109
H 0.33678 1.39525 9.73555  0.109
H -0.27434 -0.95238 9.23813  0.122
C -3.10181 1.93244 2.84183  -0.053
C -4.49447 1.93739 2.76778  -0.053
C -5.12816 2.19721 1.55156  0.005
C -4.36668 2.46510 0.40751  -0.088
C -2.97476 2.48438 0.48705  -0.082
C -2.34033 2.20593 1.70471  0.011
C -2.16263 2.81454 -0.70186  -0.272
O -0.93977 2.82820 -0.63368  0.088
C -2.84529 3.13634 -1.97091  -0.083
C -2.08962 3.50755 -3.09073  0.012
C -2.72652 3.80057 -4.29855  -0.053
C -4.11520 3.71490 -4.39405  -0.057
C -4.87086 3.35081 -3.27859  0.006
C -4.23482 3.07049 -2.06195  -0.086
C -5.04527 2.72116 -0.87853  -0.279
O -6.26611 2.65015 -0.96039  0.095
H -2.60776 1.72089 3.78760  0.098
H -5.08807 1.73674 3.65691  0.108
H -6.21570 2.19426 1.50014  0.121
H -1.25378 2.20577 1.77130  0.114
H -1.00474 3.57375 -3.02548  0.112
H -2.13820 4.09368 -5.16540  0.110
H -4.61107 3.93606 -5.33671  0.108
H -5.95495 3.29079 -3.35937  0.121
C 4.51164 3.57340 -8.18624  -0.060
C 5.42393 2.52639 -8.05775  -0.059
C 5.49383 1.80344 -6.86582  0.006
C 4.65681 2.13636 -5.79388  -0.086
C 3.76197 3.19890 -5.91391  -0.086
C 3.68094 3.91194 -7.11712  0.005
C 2.90934 3.59059 -4.77300  -0.280
O 2.12049 4.52158 -4.87878  0.091
C 3.02737 2.85023 -3.50099  -0.086
C 2.26690 3.24772 -2.39350  0.008
C 2.36258 2.54473 -1.19060  -0.051
C 3.20838 1.44021 -1.09307  -0.067
C 3.97129 1.04543 -2.19306  0.002
C 3.88760 1.75822 -3.39650  -0.087
C 4.72520 1.35466 -4.54320  -0.279
O 5.47227 0.38687 -4.45691  0.096
H 4.45069 4.13094 -9.11831  0.107
H 6.08022 2.27077 -8.88668  0.107
H 6.20485 0.98397 -6.77453  0.122
H 2.97514 4.73395 -7.22280  0.121
H 1.60173 4.10704 -2.46221  0.118
H 1.77511 2.85828 -0.33034  0.103
H 3.27769 0.88801 -0.15836  0.064
H 4.63309 0.18510 -2.10799  0.115

Cartesian forces, eV/Å:
C -1.4 0.3 0.1
O 1.5 0.0 -1.9
C 0.7 0.3 1.1
C 0.3 -0.5 0.1
N -1.8 1.7 -0.4
P -0.3 -0.6 -1.2
O 1.6 1.0 1.4
I -0.5 -0.3 0.2
H -1.3 0.7 1.9
H 1.1 -2.4 -0.2
H 2.2 1.6 -0.2
H -1.1 -0.5 -2.3
H -1.4 2.2 0.3
H -1.3 1.1 1.6
H 1.3 -2.0 0.1
H 0.7 -0.3 -0.7
H -0.5 -2.3 0.2
C 0.1 0.3 0.2
C 0.1 0.2 0.3
C 0.0 -0.1 -0.3
C -0.1 -0.5 -0.4
C -0.1 -0.4 -0.4
C 0.0 -0.3 -0.1
C 0.1 0.8 -1.0
O -0.1 -0.4 0.5
C 0.2 0.5 0.4
C 0.0 0.1 0.3
C -0.1 -0.2 -0.3
C -0.1 -0.3 -0.2
C 0.1 0.3 0.0
C 0.1 0.5 0.5
C -0.2 -1.0 1.2
O 0.1 0.5 -0.6
H 0.0 0.1 0.1
H 0.0 0.2 0.0
H 0.0 0.3 -0.1
H 0.0 0.0 0.3
H -0.1 -0.3 0.1
H -0.1 -0.2 -0.1
H 0.0 -0.1 -0.2
H 0.0 0.0 -0.3
C 0.1 0.1 -0.3
C 0.0 0.1 -0.4
C 0.1 -0.1 0.3
C 0.0 -0.1 0.6
C 0.0 -0.2 0.6
C -0.1 0.0 0.2
C 1.3 0.0 0.1
O -0.6 0.0 -0.1
C 0.0 0.2 -0.6
C -0.1 0.1 -0.3
C 0.1 -0.1 0.4
C -0.1 -0.1 0.4
C 0.2 0.1 -0.2
C 0.0 0.2 -0.6
C -1.5 -0.1 -0.1
O 0.7 0.0 0.0
H 0.0 0.0 -0.2
H 0.1 0.0 -0.2
H 0.3 0.0 -0.2
H -0.3 0.0 -0.1
H -0.3 -0.1 0.1
H -0.1 -0.1 0.2
H 0.1 0.0 0.2
H 0.3 0.0 0.2
C -0.2 0.0 0.3
C -0.1 -0.1 0.4
C 0.0 0.2 -0.3
C 0.2 0.1 -0.6
C 0.2 0.1 -0.6
C 0.2 -0.1 -0.2
C -0.9 1.0 -0.1
O 0.4 -0.5 0.0
C -0.2 0.0 0.6
C 0.0 -0.2 0.3
C 0.0 0.2 -0.3
C 0.1 0.0 -0.4
C -0.2 0.1 0.2
C -0.2 -0.1 0.6
C 0.9 -1.2 0.2
O -0.5 0.6 -0.1
H 0.0 -0.1 0.2
H -0.1 0.0 0.2
H -0.3 0.2 0.1
H 0.1 -0.2 0.2
H 0.2 -0.2 -0.1
H 0.1 -0.1 -0.2
H 0.0 0.1 -0.2
H -0.1 0.2 -0.2

Record 2
The following is a quantum chemistry calculation of a molecular structure, C45H34BrClIMgN4O2P2S2, from the Open Molecules 2025 dataset.

Properties
- energy relative to the best compared isomer or geometry (same formula, charge and spin) (kcal per mole) = 32.8
- HOMO energy (eV) = -4.153
- HOMO-LUMO gap (eV) = 6.158
- net charge = -1

Last column: natural (NBO) charge in e.
Element x y z (Å)
Mg 0.78066 0.61677 -0.75311  1.776
S 1.57422 -2.81404 0.29210  -0.782
P 0.28721 -1.65856 1.33625  1.445
C -0.58405 -0.41618 0.58850  -1.834
P -2.04585 -0.64863 -0.21565  1.424
S -2.22991 -1.88219 -1.80287  -0.779
C -3.45320 -1.03011 0.91729  -0.402
C -4.31556 -2.09572 0.70264  -0.127
C -5.35623 -2.34932 1.58924  -0.241
C -5.54997 -1.53110 2.68999  -0.219
C -4.68845 -0.46322 2.91410  -0.220
C -3.64415 -0.22413 2.03903  -0.193
C -2.56122 1.04963 -0.72407  -0.314
C -2.25115 2.09051 0.06003  -0.245
C -2.88039 3.40390 -0.09445  -0.147
C -3.71914 3.66857 -1.09474  -0.211
C -3.89694 2.69108 -2.20487  -0.234
C -3.40256 1.23149 -1.94561  -0.218
C 1.30719 -0.88191 2.64579  -0.397
C 2.24927 -1.62593 3.35212  -0.180
C 3.07726 -1.01021 4.27545  -0.233
C 2.98917 0.36230 4.48950  -0.208
C 2.04947 1.10781 3.79652  -0.248
C 1.19946 0.48221 2.88991  -0.147
C -0.83478 -2.75899 2.25796  -0.395
C -1.18004 -4.00408 1.74897  -0.191
C -2.14249 -4.77374 2.38501  -0.212
C -2.75931 -4.30857 3.53678  -0.218
C -2.40990 -3.06908 4.05584  -0.238
C -1.45289 -2.29784 3.41579  -0.135
H -4.15704 -2.72574 -0.16411  0.235
H -6.01597 -3.19126 1.41464  0.202
H -6.36292 -1.72819 3.37927  0.200
H -4.82600 0.17444 3.77964  0.202
H -2.95709 0.59160 2.22797  0.224
H -1.57377 1.93502 0.89122  0.254
H -2.68985 4.14132 0.67657  0.204
H -4.22782 4.62515 -1.14881  0.200
H -4.91946 2.69866 -2.58859  0.210
H -4.16713 0.45435 -1.98560  0.242
H 2.35105 -2.68485 3.14590  0.231
H 3.80991 -1.59623 4.81805  0.202
H 3.65643 0.84599 5.19326  0.203
H 1.97941 2.17971 3.94473  0.214
H 0.45370 1.04712 2.34117  0.239
H -0.69192 -4.35312 0.84649  0.243
H -2.41499 -5.73859 1.97327  0.202
H -3.51750 -4.90806 4.02692  0.201
H -2.89473 -2.69436 4.94911  0.205
H -1.19487 -1.31956 3.80704  0.211
Cl 5.92892 3.92361 2.71532  -0.039
C 4.44971 3.48584 1.89692  -0.071
C 3.39356 4.34952 1.90409  -0.227
C 2.18744 4.02569 1.25799  -0.267
I 0.57872 5.33437 1.36878  0.124
C 2.00885 2.82320 0.58344  0.333
O 0.93101 2.45688 0.00220  -0.877
C 3.14506 1.92263 0.59565  0.175
N 2.93750 0.73610 -0.02104  -0.551
C 3.89666 -0.15690 -0.04160  0.058
C 5.14960 0.07115 0.55509  -0.215
C 5.37626 1.25714 1.19643  -0.140
C 4.35542 2.23226 1.23914  -0.131
H 3.48298 5.29730 2.41803  0.231
H 3.65581 -1.10542 -0.50537  0.230
H 5.90442 -0.70182 0.51631  0.211
H 6.32046 1.45752 1.68458  0.223
N 3.55936 -3.80952 -5.77212  -0.816
C 3.37214 -2.46898 -5.89084  0.651
O 3.70051 -1.84403 -6.88108  -0.605
C 2.73117 -1.80491 -4.70511  -0.105
C 3.02711 -0.47005 -4.45031  -0.187
C 2.44874 0.12943 -3.34887  0.044
N 1.62363 -0.51707 -2.52202  -0.559
C 1.31483 -1.78686 -2.77742  0.077
C 1.84823 -2.46459 -3.86553  -0.253
H 4.01616 -4.28829 -6.52801  0.403
H 3.41640 -4.28183 -4.89846  0.401
H 3.68968 0.07953 -5.10315  0.232
H 2.64284 1.16970 -3.11169  0.216
H 0.62734 -2.26227 -2.08968  0.278
H 1.54343 -3.48750 -4.04280  0.221
Br 1.05970 4.16726 -2.69378  0.060
C -0.49878 3.10102 -2.85074  0.083
C -1.67271 3.64995 -3.13352  -0.218
C -2.88682 2.81263 -3.39377  -0.238
C -2.58687 1.29862 -3.29383  -0.294
C -1.16361 0.92101 -3.13080  0.216
N -0.21905 1.72167 -2.79883  -0.585
H -1.74660 4.72624 -3.21217  0.224
H -3.34784 3.14270 -4.32802  0.212
H -3.06931 0.67996 -4.04930  0.240
H -0.92730 -0.13700 -3.16573  0.235

Cartesian forces, eV/Å:
Mg 0.2 0.0 0.1
S -0.1 0.0 0.2
P 0.1 -0.2 -0.1
C 0.3 0.0 -0.4
P 0.0 0.0 -0.1
S -0.1 0.0 0.1
C 0.1 0.0 0.1
C 0.0 0.0 0.0
C 0.0 0.0 0.0
C 0.0 0.0 0.0
C 0.0 0.0 0.0
C 0.0 0.0 0.0
C 0.1 0.1 0.2
C 0.0 -0.2 -0.1
C -0.1 0.1 0.0
C 0.1 0.0 0.1
C -0.1 0.0 -0.1
C -0.1 -0.1 0.0
C -0.1 0.2 0.0
C 0.1 0.0 0.0
C 0.0 0.0 0.0
C 0.0 0.0 0.0
C 0.0 0.0 0.0
C 0.0 0.0 0.1
C 0.0 0.0 0.1
C 0.0 0.0 -0.1
C 0.0 -0.1 0.0
C 0.0 0.0 0.0
C 0.0 0.0 0.0
C 0.0 0.0 0.0
H 0.0 0.0 0.0
H 0.0 0.0 0.0
H 0.0 0.0 0.0
H 0.0 0.0 0.0
H 0.0 0.0 0.0
H 0.0 0.0 0.0
H 0.0 0.0 0.0
H 0.0 0.0 0.0
H 0.0 0.0 0.0
H 0.0 0.0 0.0
H 0.0 0.0 0.0
H 0.0 0.0 0.0
H 0.0 0.0 0.0
H 0.0 0.0 0.0
H 0.0 0.0 0.0
H 0.0 0.0 0.0
H 0.0 0.0 0.0
H 0.0 0.0 0.0
H 0.0 0.0 0.0
H 0.0 0.0 0.0
Cl 0.0 0.0 0.0
C 0.0 0.0 0.0
C 0.0 0.0 0.0
C 0.1 0.0 0.0
I -0.1 0.0 0.0
C -0.1 -0.1 0.0
O -0.1 0.1 -0.1
C 0.0 0.1 0.0
N -0.2 0.0 -0.2
C 0.0 -0.1 0.0
C -0.1 0.1 0.0
C -0.1 0.0 0.0
C 0.1 0.1 0.1
H 0.0 0.0 0.0
H 0.0 0.0 0.0
H 0.0 0.0 0.0
H 0.0 0.0 0.0
N 0.0 0.0 0.0
C 0.0 0.1 0.0
O 0.0 -0.1 0.1
C 0.0 0.0 0.0
C 0.0 0.0 0.0
C 0.1 0.0 0.0
N -0.2 0.1 0.2
C -0.1 0.0 0.0
C 0.0 0.0 0.0
H 0.0 0.0 0.0
H 0.0 0.0 0.0
H 0.0 0.0 0.0
H 0.0 0.0 0.0
H 0.0 0.0 -0.1
H 0.0 0.0 0.0
Br 0.0 0.1 0.0
C -0.1 0.1 -0.1
C 0.1 0.0 0.0
C 0.1 0.1 0.0
C -0.2 0.0 -0.1
C 0.2 0.1 0.1
N 0.0 -0.1 0.0
H 0.0 0.0 0.0
H 0.0 0.0 0.0
H 0.1 0.0 0.0
H 0.0 0.0 0.0

Record 3
The following is a quantum chemistry calculation of a molecular structure, C45H34BrN7NiO6P2Se2, from the Open Molecules 2025 dataset.

Properties
- energy relative to the best compared isomer or geometry (same formula, charge and spin) (kcal per mole) = 0.0
- HOMO energy (alpha / beta) (eV) = -8.297 / -8.297
- HOMO-LUMO gap (alpha / beta) (eV) = 7.967 / 7.963

Last column: Löwdin charge in e.
Element x y z (Å)
Ni -1.15459 0.22726 0.16783  0.299
C 1.85417 0.33880 2.64185  -0.042
O 1.67914 0.06367 1.25964  -0.078
C 2.81586 -0.07489 0.53177  -0.200
C 4.09125 0.00479 1.06418  -0.059
C 5.19034 -0.14969 0.22693  -0.675
Br 6.92283 -0.06227 0.98721  0.746
C 5.05177 -0.33846 -1.12456  -0.075
C 3.76653 -0.38914 -1.67391  -0.070
C 2.65343 -0.30971 -0.84148  -0.168
O 1.36582 -0.43174 -1.30245  0.002
C 3.65915 -0.48277 -3.14171  -0.264
N 4.58455 -0.99240 -3.90486  0.179
C 4.15526 -0.76756 -5.20319  -0.223
C 4.76209 -1.10257 -6.41340  -0.016
C 4.12261 -0.73082 -7.57832  -0.093
C 2.90050 -0.03914 -7.55413  -0.090
C 2.28065 0.29131 -6.36540  -0.052
C 2.93119 -0.08946 -5.19707  -0.190
N 2.60948 0.05331 -3.85984  0.174
H 2.34273 -0.49726 3.14830  0.107
H 0.86312 0.48475 3.05620  0.075
H 2.43428 1.25189 2.78965  0.108
H 4.24823 0.17073 2.11870  0.097
H 5.90482 -0.42532 -1.78107  0.110
H 1.33810 -1.10267 -1.99806  0.110
H 5.70548 -1.63183 -6.42498  0.110
H 4.56833 -0.97493 -8.53381  0.098
H 2.42824 0.23029 -8.49019  0.101
H 1.32701 0.80234 -6.34636  0.059
H 1.89072 0.64373 -3.47299  0.144
O -2.13890 0.07481 5.70846  0.133
C -2.07597 -1.16389 5.24409  -0.501
O -2.21853 -2.13124 5.94712  0.108
C -1.80256 -1.31986 3.78869  -0.036
C -1.67255 -2.53413 3.13514  0.033
N -1.40886 -2.27692 1.84581  0.072
N -1.37982 -0.96546 1.62956  0.025
C -1.60944 -0.36363 2.78064  -0.129
C -1.54407 1.12967 2.69889  -0.549
O -1.76016 1.81309 3.69345  0.078
O -1.24600 1.55472 1.52388  -0.103
H -1.97491 0.76450 5.00898  0.071
H -1.73972 -3.53602 3.52311  0.144
H -1.28555 -2.87322 1.02818  0.127
Se -0.74613 -1.71908 -6.09066  0.391
P -1.77371 -2.87881 -4.67859  0.533
C -1.17244 -4.58232 -4.57989  -0.353
C 0.19697 -4.76641 -4.39368  -0.103
C 0.72258 -6.04390 -4.33689  -0.068
C -0.11199 -7.14597 -4.48167  -0.077
C -1.46987 -6.96605 -4.68577  -0.076
C -2.00401 -5.68446 -4.73277  -0.073
C -3.57369 -2.97715 -4.89288  -0.368
C -4.36288 -3.52595 -3.88077  -0.118
C -5.73935 -3.58059 -4.02969  -0.086
C -6.33176 -3.08032 -5.18394  -0.075
C -5.54844 -2.53359 -6.19018  -0.066
C -4.16748 -2.48401 -6.04743  -0.099
C -1.59924 -2.26131 -2.99017  -0.402
C -1.71493 -0.99219 -2.43100  -0.388
N -1.37612 -1.13753 -1.13448  -0.132
N -1.08333 -2.40565 -0.89986  -0.038
N -1.20971 -3.09754 -2.00227  0.041
P -2.28919 0.67385 -2.77189  0.725
Se -1.08010 1.91117 -1.48747  0.647
C -2.16438 1.16458 -4.49781  -0.363
C -0.98120 1.74628 -4.94522  -0.132
C -0.84925 2.11278 -6.27476  -0.093
C -1.89929 1.91190 -7.15839  -0.062
C -3.08584 1.34977 -6.71106  -0.074
C -3.22196 0.97741 -5.38512  -0.090
C -4.02650 0.67835 -2.26302  -0.332
C -4.49692 1.68341 -1.42363  -0.090
C -5.82024 1.67094 -1.00513  -0.063
C -6.67196 0.65663 -1.41417  -0.066
C -6.19939 -0.35871 -2.23571  -0.061
C -4.87992 -0.35381 -2.65454  -0.077
H 0.84898 -3.90542 -4.30714  0.096
H 1.78527 -6.18160 -4.18712  0.108
H 0.30171 -8.14536 -4.44371  0.105
H -2.11991 -7.82200 -4.81184  0.105
H -3.06495 -5.55670 -4.89865  0.097
H -3.89894 -3.90016 -2.97470  0.118
H -6.34992 -4.00813 -3.24481  0.111
H -7.40758 -3.11897 -5.29845  0.107
H -6.01193 -2.14610 -7.08822  0.107
H -3.53820 -2.05179 -6.81732  0.068
H -0.16178 1.90693 -4.25615  0.069
H 0.07543 2.55818 -6.61763  0.109
H -1.79452 2.20045 -8.19614  0.112
H -3.90875 1.19457 -7.39659  0.111
H -4.15320 0.54153 -5.05910  0.098
H -3.82962 2.46858 -1.09187  0.072
H -6.17816 2.45419 -0.35035  0.111
H -7.70197 0.64794 -1.08220  0.108
H -6.85220 -1.16535 -2.54375  0.101
H -4.51810 -1.17788 -3.25599  0.078

Cartesian forces, eV/Å:
Ni -0.4 0.0 0.0
C 0.0 0.0 0.0
O 0.0 -0.1 0.0
C 0.0 0.0 0.0
C 0.1 0.0 0.0
C 0.0 0.0 0.0
Br 0.0 0.0 0.0
C 0.0 0.1 0.0
C -0.2 0.0 0.1
C 0.1 0.0 -0.2
O 0.2 0.0 0.0
C 0.0 0.0 -0.1
N 0.0 -0.1 0.0
C 0.0 0.0 0.0
C 0.0 0.0 0.0
C 0.0 0.0 0.0
C 0.0 0.0 0.0
C 0.0 0.0 0.0
C 0.0 0.0 0.1
N 0.1 0.0 0.1
H 0.0 0.0 0.0
H 0.0 0.0 0.0
H 0.0 0.0 0.0
H 0.0 0.0 0.0
H 0.0 0.0 0.0
H 0.0 0.0 0.0
H 0.0 0.0 0.0
H 0.0 0.0 0.0
H 0.0 0.0 0.0
H 0.1 -0.1 0.0
H 0.0 -0.1 0.0
O 0.1 0.0 0.0
C 0.1 0.0 0.0
O 0.0 0.0 0.0
C 0.0 0.0 0.0
C 0.1 0.0 0.0
N -0.2 0.0 0.1
N 0.1 0.0 -0.1
C 0.1 0.0 0.0
C -0.2 0.0 0.0
O 0.1 0.0 0.0
O 0.1 -0.1 -0.1
H -0.1 0.0 0.0
H 0.0 0.0 0.0
H 0.1 0.0 0.0
Se 0.0 0.0 0.0
P 0.0 0.0 0.0
C 0.0 0.0 0.0
C 0.0 0.0 0.0
C 0.0 0.0 0.0
C 0.0 0.0 0.0
C 0.0 0.0 0.0
C 0.0 0.0 0.0
C 0.0 0.0 0.0
C 0.0 -0.1 0.0
C 0.0 0.0 0.0
C 0.0 0.0 0.0
C 0.0 0.0 0.0
C 0.0 0.0 0.0
C 0.1 0.0 0.0
C 0.0 0.0 0.0
N 0.1 0.1 0.2
N -0.1 0.0 -0.1
N 0.0 0.0 0.0
P 0.0 0.0 0.0
Se 0.0 0.1 0.0
C 0.0 0.0 0.0
C 0.0 0.0 -0.1
C -0.1 0.1 0.1
C 0.0 0.0 0.0
C 0.0 0.0 0.0
C 0.0 0.0 0.0
C 0.0 -0.1 0.0
C 0.0 0.1 -0.1
C 0.0 0.0 0.0
C 0.0 0.0 0.0
C 0.0 0.0 0.0
C 0.1 0.0 0.0
H 0.0 0.0 0.0
H 0.0 0.0 0.0
H 0.0 0.0 0.0
H 0.0 0.0 0.0
H 0.0 0.0 0.0
H 0.0 0.0 0.0
H 0.0 0.0 0.0
H 0.0 0.0 0.0
H 0.0 0.0 0.0
H 0.0 0.0 0.0
H 0.0 0.0 0.0
H 0.0 0.0 0.0
H 0.0 0.0 0.0
H 0.0 0.0 0.0
H -0.1 -0.1 0.1
H 0.0 0.0 0.0
H 0.0 0.0 0.0
H 0.0 0.0 0.0
H 0.0 0.0 0.0
H 0.0 0.1 -0.1